Here is an isolated molecule of C24H31N3O3S from OMol25. Energies are from ωB97M-V with the def2-TZVPD basis set.

The value obtained for the energy relative to the best compared isomer or geometry (same formula, charge and spin) is 13.5 kcal per mole. Its HOMO energy is -9.0 eV. The calculation puts the energy at -1721.33302 Ha. Its SMILES is O=C(c1ccc(S(=O)(=O)N2CCCCCC2)cc1)N(c1ccccn1)C1CCCCC1. The HOMO-LUMO gap comes out at 9.4 eV.

Geometry as XYZ:
```
62
C24H31N3O3S (ωB97M-V with the def2-TZVPD basis set)
O -2.787 -2.530 0.674
C -2.067 -1.632 0.297
C -0.597 -1.832 0.094
C -0.040 -1.646 -1.169
C 1.316 -1.838 -1.358
C 2.102 -2.221 -0.288
S 3.882 -2.242 -0.494
O 4.193 -2.481 -1.872
O 4.467 -3.087 0.505
N 4.322 -0.671 -0.149
C 3.884 0.296 -1.123
C 4.689 1.595 -1.087
C 4.360 2.460 0.130
C 5.157 2.118 1.393
C 5.423 0.626 1.614
C 4.260 -0.298 1.245
C 1.553 -2.457 0.958
C 0.193 -2.281 1.145
N -2.529 -0.391 -0.059
C -1.635 0.667 -0.247
C -1.817 1.614 -1.258
C -0.877 2.619 -1.390
C 0.205 2.659 -0.522
C 0.287 1.677 0.450
N -0.602 0.713 0.586
C -3.969 -0.116 -0.088
C -4.597 -0.275 1.299
C -6.075 0.099 1.239
C -6.803 -0.777 0.223
C -6.168 -0.633 -1.157
C -4.689 -1.004 -1.103
H -0.666 -1.345 -1.997
H 1.778 -1.707 -2.324
H 2.813 0.532 -0.987
H 4.012 -0.190 -2.092
H 4.441 2.151 -1.994
H 5.753 1.365 -1.116
H 3.291 2.370 0.334
H 4.551 3.509 -0.112
H 4.614 2.518 2.253
H 6.122 2.627 1.358
H 5.675 0.476 2.665
H 6.282 0.305 1.024
H 4.359 -1.233 1.797
H 3.292 0.160 1.494
H 2.197 -2.787 1.758
H -0.260 -2.463 2.107
H -2.653 1.548 -1.936
H -0.982 3.359 -2.170
H 0.955 3.430 -0.600
H 1.096 1.656 1.169
H -4.081 0.931 -0.388
H -4.492 -1.310 1.623
H -4.069 0.364 2.011
H -6.523 -0.025 2.226
H -6.177 1.150 0.954
H -6.743 -1.819 0.539
H -7.857 -0.497 0.178
H -6.681 -1.279 -1.872
H -6.276 0.399 -1.501
H -4.582 -2.046 -0.802
H -4.232 -0.884 -2.089
```

Here are the Löwdin charges for atoms 1 to 2, given in e: O 0.102; C -0.383